*a*
{
  "formula": "C3H2ClN3O",
  "method": "ωB97M-V/def2-TZVPD",
  "total_charge": 0,
  "homo_energy_ha": -0.38033,
  "orbital_gap_ev": 10.56,
  "species": ["Cl", "O", "N", "N", "N", "C", "C", "C", "H", "H"],
  "positions_angstrom": [[-1.98387, -2.53460, 0.35936], [0.19381, -1.51983, -0.60409], [-1.02792, -0.10230, 0.84566], [0.77919, 0.82082, -0.64210], [0.06099, 1.94763, 1.39653], [-0.03551, 0.93533, 0.59654], [0.80303, -0.35645, -1.13171], [-0.85797, -1.20850, 0.25679], [1.34660, -0.53351, -1.99966], [0.72164, 2.55140, 0.92269]]
}

*b*
{
  "formula": "C3H2ClN3O",
  "method": "ωB97M-V/def2-TZVPD",
  "total_charge": 0,
  "homo_energy_ha": [-0.33957, -0.33960],
  "orbital_gap_ev": [8.55, 8.55],
  "species": ["Cl", "O", "N", "N", "N", "C", "C", "C", "H", "H"],
  "positions_angstrom": [[-0.95508, 1.15910, -4.12236], [-1.68560, 3.03117, -2.01872], [-0.57103, 1.89313, -0.41085], [-0.53786, -0.33276, -1.99521], [-1.08468, 2.00373, -1.61336], [0.02790, 0.77705, -0.03639], [-0.86400, 0.96172, -2.50195], [-0.10437, -0.34744, -0.76049], [0.25692, -1.28624, -0.28547], [0.45419, 0.67434, 0.87677]]
}

Relative energies with respect to the most stable structure, expressed in kJ/mol: *a* 0.0; *b* 253.9.

*a*
{
  "formula": "H6N2",
  "method": "ωB97M-V/def2-TZVPD",
  "total_charge": 0,
  "homo_energy_ha": -0.34920,
  "orbital_gap_ev": 10.37,
  "species": ["N", "N", "H", "H", "H", "H", "H", "H"],
  "positions_angstrom": [[0.00000, 0.00000, 0.00000], [2.49097, 0.96785, -0.05744], [2.45651, 1.86460, -0.55270], [1.77227, 1.00280, 0.67254], [0.52012, -0.74177, -0.47946], [0.37135, 0.05565, 0.95374], [2.20171, 0.24686, -0.72611], [0.24046, 0.88109, -0.46527]]
}

*b*
{
  "formula": "H6N2",
  "method": "ωB97M-V/def2-TZVPD",
  "total_charge": 0,
  "homo_energy_ha": -0.37288,
  "orbital_gap_ev": 11.11,
  "species": ["N", "N", "H", "H", "H", "H", "H", "H"],
  "positions_angstrom": [[0.23178, 0.74304, 1.81070], [-0.19232, -0.75486, -1.48807], [-0.29723, -0.06713, 2.14892], [-0.11074, 0.94971, 0.86699], [-1.20510, -0.63371, -1.58918], [1.20717, 0.44301, 1.71461], [0.20190, -0.76983, -2.43411], [0.16453, 0.08975, -1.02989]]
}

Relative energies with respect to the most stable structure, expressed in kJ/mol: *a* 56.0; *b* 0.0.

*a*
{
  "formula": "CH2N4O3",
  "method": "ωB97M-V/def2-TZVPD",
  "total_charge": 0,
  "homo_energy_ha": -0.36848,
  "orbital_gap_ev": 8.26,
  "species": ["O", "O", "O", "N", "N", "N", "N", "C", "H", "H"],
  "positions_angstrom": [[1.00809, 2.80166, 0.81006], [2.71423, 1.47751, 0.56661], [-0.88186, 0.59761, 0.25309], [1.42015, 1.34004, 2.61885], [0.48435, 1.78823, 3.12289], [1.78673, 1.94207, 1.10430], [-1.34407, 3.42452, 2.84709], [-0.46906, 2.61055, 2.86295], [-0.35014, 0.26940, -0.45659], [-1.71809, 0.76214, -0.21403]]
}

*b*
{
  "formula": "CH2N4O3",
  "method": "ωB97M-V/def2-TZVPD",
  "total_charge": 0,
  "homo_energy_ha": -0.39345,
  "orbital_gap_ev": 10.68,
  "species": ["O", "O", "O", "N", "N", "N", "N", "C", "H", "H"],
  "positions_angstrom": [[0.61342, -2.40341, -0.22466], [0.46949, 0.78801, 0.85922], [2.18978, -1.04710, 0.35517], [0.07060, -0.46146, 0.52861], [-3.36270, -1.05087, 0.45402], [-1.09417, -0.51874, -0.24765], [1.03541, -1.41260, 0.20020], [-2.25104, -0.92256, 0.11599], [-0.84613, -0.87375, -1.18159], [0.36752, 0.97059, 1.77409]]
}

Relative energies with respect to the most stable structure, expressed in kJ/mol: *a* 0.0; *b* 76.5.

*a*
{
  "formula": "C5H7O4P",
  "method": "ωB97M-V/def2-TZVPD",
  "total_charge": -2,
  "homo_energy_ha": -0.02159,
  "orbital_gap_ev": 7.17,
  "species": ["P", "O", "O", "O", "O", "C", "C", "C", "C", "C", "H", "H", "H", "H", "H", "H", "H"],
  "positions_angstrom": [[2.13158, -0.13977, 0.38025], [2.06106, -2.84163, 0.32679], [0.72384, 3.10762, 0.48142], [0.58744, 2.11006, -1.52901], [1.59975, -1.96990, 2.26634], [1.86883, -1.90510, 1.06379], [-0.29811, 0.85978, 1.75830], [0.54594, 2.16899, -0.27804], [0.14832, 0.83193, 0.37603], [-0.74671, -0.00242, -0.50269], [0.14194, 0.13696, 2.38650], [-0.39888, -0.99872, -0.59667], [-1.36570, 0.65132, 1.73631], [-0.16156, 1.88238, 2.25592], [-0.57423, 0.26070, -1.49365], [-1.82340, 0.15040, -0.27890], [1.98614, -0.24885, -1.05752]]
}

*b*
{
  "formula": "C5H7O4P",
  "method": "ωB97M-V/def2-TZVPD",
  "total_charge": -2,
  "homo_energy_ha": [0.02511, 0.04440],
  "orbital_gap_ev": [5.17, 4.58],
  "species": ["P", "O", "O", "O", "O", "C", "C", "C", "C", "C", "H", "H", "H", "H", "H", "H", "H"],
  "positions_angstrom": [[-2.70862, 1.60026, 2.87014], [-3.37955, 2.38043, 1.78100], [-2.21670, 2.50814, 3.96984], [-3.34951, 0.25839, 3.07644], [-0.75899, 1.91106, 1.00889], [-1.16446, 0.99062, 1.85853], [-0.60594, -0.30453, -0.36099], [1.66765, 0.12631, 0.34065], [0.81758, 0.11407, -0.83848], [-1.36285, 0.75569, 0.41288], [2.73824, 0.28405, 0.23671], [-2.42387, 0.84544, 0.16595], [1.05351, -0.69430, -1.51308], [1.18575, 0.49664, 1.19977], [-0.40737, -1.23330, 0.27372], [-1.28104, -0.50738, -1.19254], [0.78812, 1.14203, -1.25860]]
}

Relative energies with respect to the most stable structure, expressed in kJ/mol: *a* 0.0; *b* 354.9.

*a*
{
  "formula": "C2HN5O",
  "method": "ωB97M-V/def2-TZVPD",
  "total_charge": 0,
  "homo_energy_ha": -0.36912,
  "orbital_gap_ev": 7.63,
  "species": ["O", "N", "N", "N", "N", "N", "C", "C", "H"],
  "positions_angstrom": [[1.94376, -0.26501, 0.96580], [0.15197, 1.66961, -0.25253], [-1.44817, 0.12186, 0.35718], [1.14263, 1.09545, -0.86360], [-0.78959, 1.21122, 0.75284], [0.30029, -1.00212, -0.57407], [1.24570, -0.23727, 0.02871], [-0.90655, -0.89477, -0.19743], [-1.64003, -1.69897, -0.21690]]
}

*b*
{
  "formula": "C2HN5O",
  "method": "ωB97M-V/def2-TZVPD",
  "total_charge": 0,
  "homo_energy_ha": -0.34730,
  "orbital_gap_ev": 7.37,
  "species": ["O", "N", "N", "N", "N", "N", "C", "C", "H"],
  "positions_angstrom": [[-1.78246, -0.19702, 0.98486], [-0.76306, 1.09915, -0.60611], [-0.40790, -1.15963, -0.72045], [1.57276, -0.50611, 0.51921], [0.69490, -1.39283, -0.36731], [1.41742, 0.67520, 0.50494], [-1.14087, -0.00233, -0.14510], [0.48795, 1.35744, -0.29184], [0.57829, 2.43502, -0.56917]]
}

Relative energies with respect to the most stable structure, expressed in kJ/mol: *a* 0.0; *b* 19.2.

*a*
{
  "formula": "H11O5S",
  "method": "ωB97M-V/def2-TZVPD",
  "total_charge": -1,
  "homo_energy_ha": -0.14312,
  "orbital_gap_ev": 6.52,
  "species": ["S", "O", "O", "O", "O", "O", "H", "H", "H", "H", "H", "H", "H", "H", "H", "H", "H"],
  "positions_angstrom": [[-1.38626, 2.17618, -0.41963], [2.41248, 3.63365, 1.21800], [1.73562, 1.42712, -1.30889], [2.89252, -5.69301, -0.59802], [-4.51561, 0.78441, 0.19620], [-1.48889, -1.78426, -0.25143], [-0.74533, -1.20980, 0.02242], [-3.65230, 1.34208, 0.29624], [1.58520, 0.41998, -1.31683], [-4.61668, 0.39581, 1.07773], [3.15667, -6.33280, -0.00836], [0.94040, 1.75810, -0.88747], [-2.14168, -1.10218, -0.49242], [1.75146, 3.39183, 0.53948], [-1.24654, 3.12204, 0.51849], [2.50779, -5.06691, -0.03129], [2.81116, 2.73777, 1.44577]]
}

*b*
{
  "formula": "H11O5S",
  "method": "ωB97M-V/def2-TZVPD",
  "total_charge": -1,
  "homo_energy_ha": -0.15940,
  "orbital_gap_ev": 7.97,
  "species": ["S", "O", "O", "O", "O", "O", "H", "H", "H", "H", "H", "H", "H", "H", "H", "H", "H"],
  "positions_angstrom": [[-0.10707, -2.26251, 0.42971], [0.18543, 2.52018, 0.84342], [0.53494, 0.26358, 2.36397], [1.63549, 0.26402, -0.68756], [-2.14203, 0.26412, -0.05249], [-0.33087, -0.10275, -3.38026], [0.68730, -3.31733, 0.73292], [0.49011, 1.85159, 1.46973], [-0.42728, 2.05404, 0.28607], [1.14620, -0.51643, -0.37159], [-0.09826, -0.23248, 2.88260], [-2.22862, -0.63367, -0.41165], [0.37841, -0.65134, -3.69176], [-1.47880, 0.16568, 0.63193], [1.47667, 1.09251, -0.23276], [0.71173, -0.38719, 1.65958], [-0.43335, -0.37203, -2.47185]]
}

Relative energies with respect to the most stable structure, expressed in kJ/mol: *a* 76.1; *b* 0.0.